{"formula": "C10H17AuN6S", "method": "ωB97M-V/def2-TZVPD", "elements": ["H", "H", "N", "C", "H", "N", "N", "S", "C", "H", "H", "H", "H", "H", "C", "C", "H", "H", "C", "H", "H", "H", "H", "C", "H", "Au", "N", "N", "C", "N", "C", "C", "C", "H", "H"], "xyz": [[1.69447, 4.49195, 2.70857], [-1.64062, 2.75949, -1.06325], [1.08913, 0.43283, 1.48400], [-0.31829, -3.85803, 0.09348], [-2.78292, 1.94794, -0.24815], [0.01082, 0.54218, -2.51430], [-0.55248, -1.11527, 0.15238], [-0.01540, 3.07471, 1.11834], [-1.50596, -1.85685, -0.40497], [-2.35792, -1.33292, -0.81185], [-0.09158, -0.45599, -2.67401], [-0.21747, -4.93459, 0.06432], [2.36715, -1.41717, 3.26945], [-2.67606, 0.17559, -1.96579], [-1.42615, -3.23968, -0.45407], [1.38038, 2.56128, 2.10338], [-1.43647, 0.93586, -4.07245], [-0.84737, 2.31700, -3.17203], [-2.33187, 1.18947, -2.15081], [1.51463, -3.55364, 1.17212], [-2.22470, -3.80645, -0.91102], [3.41419, -0.54188, 2.16489], [2.99086, -2.23437, 1.82551], [-1.13292, 1.26580, -3.07548], [-3.16177, 1.75352, -2.57784], [-0.43547, 0.99180, 0.33158], [1.98929, 3.53196, 2.77071], [1.80244, 1.33508, 2.20242], [2.62543, -1.28884, 2.21437], [-1.96566, 1.81718, -0.84443], [0.51538, -1.71138, 0.73876], [0.66103, -3.08353, 0.70780], [1.43234, -0.81459, 1.46975], [0.85435, 0.81129, -3.00935], [2.77918, 3.31026, 3.35794]], "lowdin_charge": [0.117, 0.079, -0.147, 0.020, 0.122, -0.011, -0.040, 0.696, -0.085, 0.105, 0.079, 0.138, 0.124, 0.093, 0.008, -0.754, 0.132, 0.128, -0.192, 0.129, 0.133, 0.098, 0.089, -0.247, 0.140, 1.069, 0.141, 0.035, 0.020, -0.099, -0.189, 0.046, -0.208, 0.093, 0.139], "e_tot_ha": -1253.1162, "mol_weight_g_mol": 450.322, "total_charge": 2, "homo_lumo_gap_ev": 7.3091, "multiplicity": 1, "max_force_ha_per_bohr": 0.0051}

---

{"formula": "C10H17AuN6S2", "method": "ωB97M-V/def2-TZVPD", "elements": ["H", "H", "H", "S", "H", "H", "C", "C", "H", "H", "C", "N", "H", "C", "N", "C", "H", "C", "H", "C", "C", "H", "H", "H", "N", "C", "N", "H", "C", "S", "N", "N", "Au", "H", "H", "H"], "xyz": [[-1.50340, 2.19964, -1.28211], [3.10550, 0.02354, -2.74821], [-1.40930, 1.04724, -2.62201], [1.18400, 0.21114, 4.51629], [5.25620, 0.02254, 2.33289], [-3.63490, -2.19206, -1.50561], [-3.35860, 1.18794, -1.68731], [4.71250, 0.02034, 1.41129], [3.57300, 0.29254, 4.09729], [4.83480, 0.01794, -2.77911], [0.29290, -0.03086, 3.03339], [3.97910, 0.01054, -2.25151], [-1.57920, 0.40274, 0.22999], [-1.78430, -1.13626, -1.10481], [-3.80420, -0.16616, -2.10991], [2.37350, 0.01864, 2.27399], [-3.42430, -0.36016, -3.04511], [4.02930, 0.02444, -0.91661], [-1.49710, 0.05284, 3.91789], [-3.31290, -1.20546, -1.16601], [-1.82890, 1.21664, -1.62621], [-3.73370, 1.93604, -2.38871], [-1.36890, -1.37336, -2.08731], [-3.78420, 1.39294, -0.70391], [-1.07840, -0.08646, 3.00829], [2.63260, 0.18024, 3.60339], [1.04100, -0.10496, 1.97619], [-1.46070, -0.89496, 2.54169], [3.36780, 0.00924, 1.22019], [5.55810, 0.03034, -0.08841], [2.99060, 0.01764, -0.11161], [-1.30350, 0.19074, -0.72821], [0.91940, 0.13254, -0.44601], [-3.75120, -1.01526, -0.18441], [-1.40540, -1.87486, -0.39641], [-4.82730, -0.19766, -2.18341]], "lowdin_charge": [0.141, 0.093, 0.133, 1.117, 0.085, 0.151, -0.087, -0.319, 0.081, 0.113, -0.683, 0.122, 0.105, -0.191, 0.062, -0.347, 0.196, -0.669, 0.094, -0.088, -0.176, 0.151, 0.131, 0.147, 0.075, -0.325, -0.009, 0.090, -0.339, 1.126, -0.091, -0.177, 0.805, 0.145, 0.132, 0.200], "e_tot_ha": -1651.3528, "mol_weight_g_mol": 482.389, "relative_energy_kcal_mol": 0.05, "total_charge": 2, "homo_lumo_gap_ev": 7.2875, "multiplicity": 1, "max_force_ha_per_bohr": 0.0252}

---

{"formula": "C10H17BF2NO8P", "method": "ωB97M-V/def2-TZVPD", "elements": ["H", "H", "H", "F", "H", "O", "H", "H", "C", "H", "H", "O", "C", "H", "C", "H", "O", "C", "C", "H", "P", "C", "O", "H", "H", "C", "H", "O", "F", "C", "O", "C", "O", "H", "B", "N", "O", "C", "H", "H"], "xyz": [[-4.99373, 1.89761, -1.44554], [0.40328, -0.58409, 0.74560], [-0.71328, 2.92433, -0.80811], [3.28355, -1.10493, 3.32766], [-0.85826, -0.19248, -0.47494], [2.74536, -4.18406, 1.90548], [3.58110, -3.97218, 3.80225], [-4.32748, 3.06818, 2.57598], [1.95236, -3.32347, 1.21700], [0.56538, 0.91776, -0.30636], [-0.21112, 1.25765, 3.34853], [1.99016, -2.07134, 1.75343], [0.56231, 0.25758, -3.30210], [-0.01495, -2.02166, -4.81426], [-1.73243, 3.32244, -0.61898], [2.57738, -1.61374, -3.21261], [1.30358, -3.62396, 0.27042], [-0.95023, 1.13262, 1.27411], [-0.14332, 0.25391, 0.25091], [0.49333, -2.86567, -3.33826], [-4.53020, 2.96773, 0.42799], [3.45313, -3.41438, 2.87568], [-5.09586, 2.84011, 2.03244], [4.43819, -3.15116, 2.48337], [-1.71333, 4.34620, -0.16293], [-0.25184, 1.89378, 2.43342], [1.77103, -2.34327, 3.78269], [-0.12757, -0.89252, -3.08847], [2.43544, -1.74118, -5.21056], [1.89300, -1.36214, -4.02669], [0.23480, 1.31777, -2.88026], [0.50662, -1.91005, -3.86083], [-5.49185, 2.03888, -0.63076], [-0.86303, 2.79139, 2.68302], [-2.66072, 2.40531, 0.32723], [-2.23080, 1.22454, 1.08489], [1.67793, 0.03819, -4.05002], [2.56375, -2.21778, 3.04090], [-2.29469, 3.44687, -1.58643], [0.77307, 2.24722, 2.17512]], "lowdin_charge": [0.031, 0.066, 0.042, 0.077, 0.088, 0.081, 0.144, 0.022, -0.547, 0.087, 0.089, 0.109, -0.547, 0.148, -0.084, 0.175, 0.178, -0.330, -0.009, 0.144, 0.843, -0.058, -0.339, 0.148, 0.065, -0.017, 0.178, 0.067, 0.076, -0.316, 0.167, -0.055, -0.338, 0.085, -0.597, 0.144, 0.141, -0.315, 0.067, 0.088], "e_tot_ha": -1613.8505, "mol_weight_g_mol": 359.027, "smiles": "O=C1OC[C@@H](F)O1.O=C1OC[C@@H](F)O1.CB(N=C(C)C)P(O)O", "total_charge": 0, "homo_lumo_gap_ev": 6.8367, "multiplicity": 1, "max_force_ha_per_bohr": 0.0670}

---

{"formula": "C10H17Cl", "method": "ωB97M-V/def2-TZVPD", "elements": ["H", "H", "H", "H", "C", "C", "C", "H", "Cl", "C", "H", "H", "C", "H", "C", "C", "H", "C", "C", "C", "H", "H", "H", "H", "H", "H", "H", "H"], "xyz": [[1.44561, 0.93609, 0.86591], [0.60119, -0.14983, -1.02649], [-1.44198, -3.57807, -1.61598], [3.85209, 3.67068, -0.12775], [-0.86360, -2.73613, -1.27884], [0.43214, 1.23430, 0.54781], [-1.19461, -3.36953, 1.12166], [3.05742, 2.28986, 0.83524], [-2.97138, -1.48602, 0.12199], [-0.23993, -1.15519, 0.68937], [-1.05348, 0.33460, -0.73815], [-1.64445, 2.68166, -0.44955], [-1.24135, -2.20112, 0.11768], [-1.91376, -4.16017, 0.93358], [0.50190, 2.57211, -0.20011], [1.73044, 3.30258, -0.46422], [-0.16276, -3.78388, 1.16265], [2.96350, 3.07014, 0.11438], [-0.11214, 0.06580, -0.23449], [-0.67680, 3.12496, -0.67608], [-0.69107, 4.04602, -1.21104], [0.76020, -1.54554, 0.85044], [-0.57013, -0.77876, 1.63891], [1.76976, 4.11581, -1.21848], [0.22087, -3.01407, -1.24456], [-0.98819, -1.94404, -2.03138], [-1.39737, -2.95958, 2.09853], [-0.17212, 1.41729, 1.41897]], "lowdin_charge": [0.108, 0.118, 0.070, 0.055, -0.100, -0.180, -0.126, 0.027, 0.574, -0.218, 0.093, 0.065, -0.815, 0.075, -0.294, -0.152, 0.096, 0.023, -0.231, 0.072, 0.046, 0.123, 0.102, 0.106, 0.103, 0.076, 0.067, 0.115], "e_tot_ha": -851.3762, "mol_weight_g_mol": 172.699, "smiles": "C=CC(=C)CCCC(C)(C)Cl", "relative_energy_kcal_mol": 7.49, "total_charge": 0, "homo_lumo_gap_ev": 9.3149, "multiplicity": 1, "max_force_ha_per_bohr": 0.0679}

---

{"formula": "C10H17Cl2NO3", "method": "ωB97M-V/def2-TZVPD", "elements": ["H", "C", "H", "O", "H", "H", "Cl", "C", "C", "Cl", "C", "H", "C", "C", "H", "H", "H", "H", "H", "H", "C", "H", "C", "C", "H", "O", "N", "H", "H", "H", "H", "O", "C"], "xyz": [[-3.97319, -0.65537, -0.62231], [-2.16828, -2.10241, -0.05758], [3.35981, -0.25020, 1.65328], [1.39497, 4.77518, 1.44103], [-3.70609, -0.99302, 1.21458], [-1.05964, -3.08346, -1.61062], [1.51292, -0.46477, -1.78999], [-2.27747, 0.61466, 0.45801], [3.47788, -2.00013, 0.05808], [1.28830, -1.62648, 1.81399], [-1.48615, 1.19838, -0.85377], [-2.34299, -2.06961, -2.19275], [2.64801, -0.79676, 0.86748], [-0.13322, 2.08698, -0.48788], [-1.52718, 0.54111, 1.37888], [0.16526, 2.62110, -1.50068], [4.19223, -1.57673, -0.77157], [-3.07319, 1.44012, 0.77943], [-1.32613, -2.05784, 0.77808], [3.08303, 0.95677, -0.52225], [-3.11851, -0.77231, 0.20035], [4.02442, -2.61462, 0.89961], [0.92951, 3.67729, 0.84047], [1.04063, 1.41033, 0.43737], [-1.19617, 0.39879, -1.65837], [-0.40927, 3.28161, 0.37777], [-1.60935, -2.20143, -1.46217], [0.65268, 1.14265, 1.53185], [-2.23366, 1.95697, -1.39267], [2.66325, -2.72937, -0.40859], [-2.81408, -3.06530, 0.20633], [1.91996, 2.61259, 0.61972], [2.10167, 0.34527, -0.22510]], "lowdin_charge": [0.120, -0.285, 0.133, 0.023, 0.116, 0.075, 0.575, -0.200, -0.182, 0.534, -0.135, 0.072, -0.660, -0.202, 0.113, 0.178, 0.089, 0.122, 0.077, 0.142, -0.203, 0.085, -0.271, -0.208, 0.081, -0.015, -0.062, 0.161, 0.131, 0.072, 0.108, -0.046, -0.540], "e_tot_ha": -1591.9091, "mol_weight_g_mol": 270.156, "smiles": "C[C@H](Cl)[C@@H](Cl)[C@H]1OC(=O)O[C@@H]1CCCCN", "relative_energy_kcal_mol": 134.99, "total_charge": 0, "homo_lumo_gap_ev": 9.7168, "multiplicity": 1, "max_force_ha_per_bohr": 0.1754}

---

{"formula": "C10H17ClSi", "method": "ωB97M-V/def2-TZVPD", "elements": ["H", "H", "C", "H", "H", "H", "C", "Si", "H", "C", "H", "C", "C", "C", "H", "C", "C", "H", "H", "H", "H", "Cl", "H", "H", "H", "H", "C", "H", "C"], "xyz": [[-0.70754, 0.10880, 2.48071], [-3.58140, 2.87834, 0.08999], [2.88650, -1.31875, 0.61394], [-0.83937, 2.71511, 0.53467], [-0.40942, -2.27460, 1.20673], [3.68293, -0.93307, 1.28488], [-3.18662, 2.19297, -0.64929], [1.97011, 0.12320, -0.32071], [-3.96483, 1.48007, -0.94592], [-2.06894, -0.12897, -0.21531], [3.43972, -1.70873, -0.26885], [-0.39239, -2.05066, 0.17501], [1.53394, -0.27139, -2.11819], [0.04372, 0.48354, 0.54081], [2.06480, -1.29228, -2.50813], [-0.89217, -0.64076, 0.09448], [0.20103, 0.26634, 2.05696], [2.24194, 0.39405, -2.68458], [-1.11377, -2.77753, -0.30062], [0.59978, -2.05391, -0.22202], [0.44336, -0.16503, -2.38312], [3.16767, 1.72142, -0.21376], [0.55511, 1.14583, 2.45220], [-2.92256, -0.80613, -0.58196], [-2.96995, 2.74531, -1.60925], [2.35474, -2.19795, 1.12799], [-0.96023, 1.68489, 0.36530], [0.88822, -0.58426, 2.20275], [-2.06439, 1.26414, -0.20468]], "lowdin_charge": [0.061, 0.070, -0.221, 0.099, 0.066, 0.025, -0.039, 0.204, 0.063, -0.057, 0.023, -0.041, -0.226, -0.360, 0.085, -0.318, -0.081, 0.014, 0.109, 0.022, 0.050, 0.381, 0.053, 0.147, 0.093, 0.058, -0.022, 0.069, -0.326], "e_tot_ha": -1140.8908, "mol_weight_g_mol": 200.785, "smiles": "CC1=C[C@](C)([Si](C)(C)Cl)C(C)=C1", "relative_energy_kcal_mol": 23.07, "total_charge": 0, "homo_lumo_gap_ev": 8.5714, "multiplicity": 1, "max_force_ha_per_bohr": 0.1004}

---

| no. | E_HOMO (Eh) |
| --- | --- |
| 1 | -0.5655 |
| 2 | -0.4792 |
| 3 | -0.2433 |
| 4 | -0.3129 |
| 5 | -0.3378 |
| 6 | -0.2906 |